1.
Entry from OMol25: a molecular structure, C24H45KN6SSi2Te (ωB97M-V with the def2-TZVPD basis set).

relative energy (zero: lowest compared OMol25 entry of this formula, charge and spin) = 41.6 kJ/mol
E_tot = -3115.26153 a.u.
HOMO = -0.269 Ha
max |F| = 0.93 eV Å⁻¹

Cartesian coordinates (Å):
1 K 0.8809 0.9011 0.3786
2 C 2.6564 1.9409 4.5916
3 C 2.3381 2.1176 3.1360
4 N 2.8784 1.4933 2.1742
5 C 3.8894 0.4604 2.3138
6 C 4.5047 0.1714 0.9365
7 N 3.4433 0.0709 -0.0534
8 C 3.8370 -0.2361 -1.4264
9 C 2.6077 -0.1934 -2.3350
10 N 2.0855 1.1696 -2.4848
11 C 0.6590 1.2633 -2.7918
12 C 0.1487 2.6843 -2.5302
13 N 0.3214 2.9664 -1.1103
14 C -0.2475 3.9137 -0.4878
15 C -1.1891 4.9151 -1.0817
16 C 0.0197 3.9869 1.0103
17 C -0.7559 4.7514 1.8766
18 C -0.4982 4.6617 3.2353
19 C 0.5066 3.8235 3.6968
20 C 1.2436 3.1070 2.7612
21 N 1.0007 3.2175 1.4609
22 H 3.4202 1.1843 4.7469
23 H 1.7619 1.6426 5.1390
24 H 2.9988 2.8820 5.0248
25 H 3.4052 -0.4498 2.6844
26 H 4.6782 0.7291 3.0246
27 H 5.0525 -0.7736 0.9727
28 H 5.2295 0.9596 0.6790
29 H 3.0110 0.9828 -0.0579
30 H 4.2598 -1.2437 -1.4493
31 H 4.6046 0.4576 -1.8039
32 H 1.8488 -0.8718 -1.9113
33 H 2.8691 -0.5715 -3.3270
34 H 2.2646 1.7170 -1.6525
35 H 0.0619 0.5565 -2.1892
36 H 0.4903 0.9944 -3.8378
37 H -0.8950 2.7667 -2.8490
38 H 0.7444 3.3897 -3.1189
39 H -1.1160 4.9336 -2.1664
40 H -0.9783 5.9150 -0.7024
41 H -2.2106 4.6533 -0.7954
42 H -1.5699 5.3559 1.5094
43 H -1.1032 5.2194 3.9368
44 H 0.6969 3.7248 4.7558
45 C 0.7200 -5.8858 -1.8693
46 Si 0.6009 -4.4440 -0.6768
47 C 2.2361 -3.5191 -0.6805
48 C 0.2325 -5.0888 1.0416
49 C -0.7668 -3.2946 -1.2399
50 Te -1.1652 -1.6877 0.1270
51 C -2.6496 -0.7655 -1.1058
52 Si -4.3970 -1.3715 -0.7616
53 C -4.4893 -3.2218 -1.0621
54 C -4.8830 -0.9911 0.9963
55 C -5.5395 -0.4953 -1.9651
56 H 1.4947 -6.5863 -1.5562
57 H 0.9652 -5.5492 -2.8765
58 H -0.2199 -6.4348 -1.9234
59 H 3.0111 -4.1081 -0.1871
60 H 2.1771 -2.5543 -0.1706
61 H 2.5690 -3.3282 -1.7023
62 H 0.9675 -5.8400 1.3338
63 H -0.7543 -5.5497 1.0870
64 H 0.2500 -4.2949 1.7896
65 H -1.6923 -3.8561 -1.3828
66 H -0.4935 -2.8421 -2.1965
67 H -2.3413 -0.9484 -2.1366
68 H -2.5670 0.3044 -0.9097
69 H -3.8255 -3.7707 -0.3911
70 H -4.2313 -3.4840 -2.0890
71 H -5.5054 -3.5719 -0.8744
72 H -4.1133 -1.3084 1.7018
73 H -5.8060 -1.5142 1.2530
74 H -5.0341 0.0765 1.1403
75 H -5.3149 -0.7593 -2.9992
76 H -5.4557 0.5869 -1.8653
77 H -6.5791 -0.7642 -1.7730
78 S -3.5303 2.8228 1.1643
79 C -2.3017 1.7303 1.3831
80 N -1.4228 0.9687 1.4939

2.
Entry from OMol25: a molecular structure, C50H29FN2O9S2 (ωB97M-V with the def2-TZVPD basis set).

E_tot = -3605.74987 a.u.
HOMO = -0.360 Ha
max |F| = 0.64 eV Å⁻¹

Cartesian coordinates (Å):
1 O 0.1113 -6.8385 7.0766
2 C 0.0113 -6.5656 5.9083
3 C -1.0907 -7.1187 5.0210
4 C -2.3907 -6.3661 5.1168
5 C -3.5950 -6.9908 5.0960
6 C -4.8248 -6.2678 5.1639
7 S -6.3552 -7.1245 5.1299
8 O -6.5664 -7.7344 3.8663
9 O -7.3708 -6.3238 5.7145
10 F -6.0083 -8.2675 6.1408
11 C -4.8861 -4.9132 5.2405
12 C -3.6449 -4.2402 5.2573
13 N -3.4995 -2.9081 5.3310
14 S -1.9253 -2.6452 5.3453
15 N -1.3520 -4.1282 5.2688
16 C -2.4081 -4.9462 5.2149
17 H 0.7473 -5.9064 5.4201
18 H -0.7415 -7.0638 3.9854
19 H -1.2488 -8.1669 5.2679
20 H -3.6166 -8.0698 5.0228
21 H -5.8240 -4.3841 5.3000
22 C 0.7429 -0.8225 3.6864
23 C 1.2938 0.3279 3.1356
24 C 1.7060 0.3367 1.8160
25 C 1.5773 -0.8068 1.0413
26 C 1.0511 -1.9722 1.6019
27 C 0.6263 -1.9738 2.9233
28 C 0.9410 -3.2255 0.8046
29 O 0.4789 -4.2382 1.2882
30 C 1.4181 -3.1948 -0.6081
31 C 1.3709 -4.3599 -1.3618
32 C 1.7930 -4.3488 -2.6808
33 C 2.2571 -3.1715 -3.2567
34 C 2.3089 -2.0078 -2.5090
35 C 1.8983 -2.0144 -1.1823
36 C 1.9873 -0.7594 -0.3874
37 O 2.3731 0.2806 -0.8852
38 H 0.4070 -0.8168 4.7150
39 H 1.3868 1.2249 3.7319
40 H 2.1216 1.2322 1.3765
41 H 0.2065 -2.8793 3.3391
42 H 1.0033 -5.2693 -0.9075
43 H 1.7589 -5.2591 -3.2645
44 H 2.5810 -3.1621 -4.2888
45 H 2.6715 -1.0896 -2.9477
46 C -4.2719 2.7520 4.8094
47 C -5.2993 3.6066 4.4239
48 C -5.2460 4.2512 3.2000
49 C -4.1600 4.0508 2.3576
50 C -3.1202 3.2067 2.7521
51 C -3.1846 2.5531 3.9763
52 C -1.9274 3.0044 1.8837
53 O -1.0221 2.2682 2.2172
54 C -1.8722 3.7360 0.5872
55 C -0.7508 3.5920 -0.2214
56 C -0.6859 4.2514 -1.4367
57 C -1.7437 5.0538 -1.8522
58 C -2.8618 5.2033 -1.0495
59 C -2.9285 4.5501 0.1747
60 C -4.1315 4.7408 1.0349
61 O -5.0573 5.4339 0.6724
62 H -4.3205 2.2435 5.7632
63 H -6.1439 3.7674 5.0806
64 H -6.0423 4.9127 2.8884
65 H -2.3782 1.8939 4.2668
66 H 0.0635 2.9609 0.1080
67 H 0.1886 4.1393 -2.0650
68 H -1.6933 5.5637 -2.8051
69 H -3.6883 5.8256 -1.3630
70 C 3.0413 2.6609 -2.8521
71 C 3.1273 4.0502 -2.8139
72 C 3.5363 4.7589 -3.9315
73 C 3.8719 4.0811 -5.0970
74 C 3.8035 2.6866 -5.1330
75 C 3.3811 1.9856 -4.0114
76 C 4.1917 1.9282 -6.3553
77 O 4.1236 0.7172 -6.3906
78 C 4.6717 2.7050 -7.5340
79 C 5.0864 2.0215 -8.6700
80 C 5.5240 2.7252 -9.7787
81 C 5.5431 4.1157 -9.7605
82 C 5.1344 4.8021 -8.6300
83 C 4.7040 4.1008 -7.5109
84 C 4.2934 4.8604 -6.2943
85 O 4.3057 6.0731 -6.2820
86 H 2.7139 2.1007 -1.9857
87 H 2.8734 4.5814 -1.9051
88 H 3.6010 5.8381 -3.9104
89 H 3.3251 0.9075 -4.0547
90 H 5.0641 0.9406 -8.6750
91 H 5.8506 2.1910 -10.6611
92 H 5.8804 4.6636 -10.6304
93 H 5.1483 5.8828 -8.6038

3.
Entry from OMol25: 2 unconnected molecules or ions with the total composition C5H11NO3 (ωB97M-V with the def2-TZVPD basis set).

relative energy (zero: lowest compared OMol25 entry of this formula, charge and spin) = 102.6 kJ/mol
SMILES string = C1COCO1.CC(N)=O
E_tot = -477.58641 a.u.
HOMO = -0.357 Ha
max |F| = 1.01 eV Å⁻¹

Cartesian coordinates (Å):
1 O 3.1556 2.0295 4.8413
2 O 1.7205 3.2500 3.5237
3 C 2.9759 3.2700 4.1805
4 C 2.1471 1.1563 4.3356
5 C 1.0188 2.1178 4.0347
6 H 3.7628 3.4547 3.4241
7 H 3.0368 4.0789 4.9339
8 H 1.9225 0.3937 5.1059
9 H 2.4913 0.6258 3.4270
10 H 0.4429 2.3767 4.9439
11 H 0.2991 1.7734 3.2672
12 O 1.3330 0.6949 1.1172
13 C 1.5308 1.5622 0.2776
14 N 1.7517 2.8663 0.6217
15 C 1.5517 1.2885 -1.2103
16 H 1.9168 3.5894 -0.0828
17 H 1.7490 3.1110 1.6150
18 H 1.3646 0.2154 -1.3836
19 H 2.5313 1.5495 -1.6448
20 H 0.7707 1.8699 -1.7285

4.
Entry from OMol25: a single C7H16N2 molecule (ωB97M-V with the def2-TZVPD basis set).

relative energy (zero: lowest compared OMol25 entry of this formula, charge and spin) = 154.2 kJ/mol
SMILES string = C/C(N)=C(\C)C[C@@H](C)N
E_tot = -385.78188 a.u.
HOMO = -0.257 Ha
max |F| = 4.03 eV Å⁻¹

Cartesian coordinates (Å):
1 C -0.6010 0.6620 1.5844
2 C 0.4567 -0.4160 1.3283
3 C -0.0195 2.0594 1.7213
4 C -0.0380 -0.9524 -2.4821
5 C 1.7834 0.4222 -0.7091
6 C -0.2169 -1.0301 -0.9836
7 C 0.7561 -0.5256 -0.1550
8 N -1.5628 0.6483 0.3458
9 N -1.0445 -2.1056 -0.5734
10 H -1.1787 0.4058 2.4891
11 H -2.2050 1.4306 0.4119
12 H -2.1593 -0.1726 0.3150
13 H -0.7957 -2.5082 0.3194
14 H -1.2157 -2.8040 -1.2838
15 H 1.3727 -0.1606 1.8656
16 H 0.0810 -1.3708 1.7067
17 H 0.7376 2.0847 2.5046
18 H 0.4475 2.3635 0.7885
19 H -0.8014 2.7740 1.9737
20 H -0.8682 -1.4398 -2.9906
21 H 0.8712 -1.4674 -2.7944
22 H 0.0416 0.0832 -2.8070
23 H 2.3632 -0.0634 -1.4956
24 H 2.4523 0.7624 0.0785
25 H 1.3436 1.3206 -1.1581